The following is a DFT calculation (ωB97M-V/def2-TZVPD) of 12 unconnected molecules or ions with the total composition C4H31O12 in a non-equilibrium geometry.

Geometry as XYZ:
```
47
Properties=species:S:1:pos:R:3:nbo_charge:R:1
O 1.806 2.322 -1.668 -0.98
H 2.162 0.206 -2.796 0.49
H 1.058 -0.452 -3.584 0.47
O -0.941 1.285 -2.638 -1.22
H 2.395 -3.064 -0.825 0.48
O 2.014 -0.456 -3.504 -0.96
H 3.771 -2.833 -0.156 0.46
O -0.734 -1.892 -0.409 -1.01
O -1.105 -1.545 3.680 -0.74
H -2.813 -0.082 0.340 0.48
H 1.838 1.963 -0.778 0.48
H 0.149 -1.602 2.088 0.19
H -1.640 0.025 -2.722 0.51
H -1.044 -1.358 -1.167 0.51
H -1.047 1.894 0.115 0.46
O -2.110 -0.938 -2.798 -1.06
H 2.437 -2.022 1.788 0.22
H -0.970 -0.235 2.108 0.18
H -2.061 3.918 -1.688 0.46
C 2.525 -1.566 2.765 -0.63
O -0.642 -4.371 -1.576 -0.98
H -2.993 -0.971 -2.410 0.45
O 3.107 -2.428 -0.720 -0.93
H 2.299 0.436 2.024 0.20
H -0.823 4.453 0.844 0.48
H -1.319 3.168 -2.761 0.51
H -0.051 3.311 1.626 0.48
H 0.433 1.197 3.050 0.20
C 2.136 -0.099 2.964 -0.39
C -0.292 -0.835 2.718 -0.08
H -0.788 -3.598 -1.004 0.51
O -3.427 0.632 0.548 -0.95
O -0.585 4.102 1.703 -0.96
H -0.444 1.324 -1.151 0.51
H -1.975 -1.138 3.697 0.47
H 3.601 -1.605 2.940 0.20
H 0.254 -4.691 -1.513 0.45
H -0.234 1.363 -3.301 0.44
C 0.659 0.185 3.360 -0.42
H 1.974 -2.124 3.523 0.20
O -0.408 1.207 -0.139 -1.06
H 2.719 0.324 3.780 0.19
H -0.526 -1.114 0.145 0.49
H -3.741 0.931 -0.309 0.47
H 0.912 2.643 -1.826 0.49
H 0.509 0.113 4.435 0.21
O -1.172 3.818 -2.034 -0.99
```

## Properties
* total charge: -1
* gap between HOMO and LUMO: 9.2 eV
* relative energy (zero: lowest compared OMol25 entry of this formula, charge and spin): 0.0 kcal per mole
* maximum force: 1.72 eV Å⁻¹

***

The following is a DFT calculation (ωB97M-V/def2-TZVPD) of 17 unconnected molecules or ions with the total composition C4H32BO24 in a non-equilibrium geometry.

Geometry as XYZ:
```
61
Properties=species:S:1:pos:R:3:nbo_charge:R:1
H 0.169 0.368 3.731 0.50
H 2.497 5.018 1.055 0.48
C -0.047 -1.323 -1.275 0.72
H 0.280 -4.173 3.188 0.46
O 5.735 1.511 0.393 -0.96
O 0.952 0.899 3.444 -0.97
B 0.569 0.690 -0.405 1.16
O -2.766 1.476 -0.953 -0.97
O -3.179 -2.809 -1.474 -0.97
O 3.069 5.504 1.667 -0.95
H 0.578 1.633 2.948 0.46
O 0.810 4.103 -0.124 -0.56
O -3.745 -2.529 1.659 -0.99
H -2.830 -2.738 1.431 0.49
O -2.992 0.132 1.675 -0.97
O -0.146 -2.305 -1.940 -0.54
O 0.495 -0.154 -1.595 -0.67
H 0.442 6.635 0.981 0.48
H -2.446 -3.437 -1.430 0.49
O 0.042 2.051 -0.636 -0.67
H -3.769 -1.554 1.652 0.49
H -0.202 -4.061 -4.627 0.46
H -2.419 0.681 1.119 0.51
C -0.608 -1.192 0.144 0.71
O -0.320 0.026 0.598 -0.69
H 2.419 -1.028 -3.616 0.46
H 2.525 -1.096 1.755 0.48
O 2.132 -1.198 -4.520 -0.92
H -2.729 0.255 -2.269 0.48
O 3.107 2.630 0.859 -0.55
H -1.504 -1.133 4.396 0.48
H 0.843 2.362 -4.228 0.46
O -1.249 -2.010 0.740 -0.60
H -1.003 -4.470 0.051 0.48
H 5.810 1.582 1.349 0.47
O -0.960 -1.002 3.609 -0.97
O 0.732 -4.214 2.341 -0.97
H -3.473 0.755 2.233 0.48
H 0.732 1.048 -3.448 0.48
H 4.860 1.880 0.198 0.48
O 0.285 1.584 -4.119 -0.93
C 0.904 2.912 -0.117 0.68
H 3.877 5.658 1.168 0.47
H -0.668 -5.940 0.266 0.48
O -2.664 -0.386 -3.007 -0.99
O 0.619 -3.652 -4.338 -0.95
H 0.429 -3.357 -3.427 0.49
H -1.819 1.657 -0.849 0.50
O 1.928 0.851 0.125 -0.65
C 2.157 2.141 0.343 0.69
O 1.886 -1.568 2.301 -0.98
H 1.973 -0.324 -4.899 0.47
O -0.396 7.103 1.083 -0.94
H -3.196 2.337 -0.898 0.48
O -1.072 -5.338 -0.368 -0.96
H 1.401 -0.863 2.769 0.50
H -2.650 -1.258 -2.585 0.49
H -3.621 -2.873 -0.612 0.49
H 0.764 -3.288 2.037 0.50
H -0.973 6.470 1.521 0.46
H -1.575 -0.678 2.929 0.51
```

## Properties
* total charge: -1
* gap between HOMO and LUMO: 9.4 eV
* relative energy (zero: lowest compared OMol25 entry of this formula, charge and spin): 20.7 kcal per mole
* maximum force: 1.39 eV Å⁻¹

***

The following is a DFT calculation (ωB97M-V/def2-TZVPD) of 12 unconnected molecules or ions with the total composition C4H32N2O13 in a non-equilibrium geometry.

Geometry as XYZ:
```
51
Properties=species:S:1:pos:R:3:nbo_charge:R:1
H 3.055 -2.308 0.204 0.52
O 0.840 -3.075 2.391 -1.01
H 1.647 -2.327 -3.271 0.21
O -0.140 2.509 -2.000 -0.75
O -1.017 -1.415 -0.704 -1.00
O 2.525 -3.070 0.500 -0.99
N 1.168 0.245 0.808 -0.84
H -2.551 1.847 0.870 0.52
H 2.633 -0.600 3.814 0.50
H -3.279 -0.966 -0.537 0.50
H -1.723 0.499 -2.818 0.49
O -2.198 2.614 0.384 -1.03
O -3.738 -0.181 -0.856 -0.97
H -0.759 -2.117 -1.315 0.47
O 2.897 -0.466 -0.435 -0.69
H 1.769 -3.436 2.117 0.51
N 1.324 -0.402 -2.835 -0.62
H 1.438 -0.127 1.716 0.42
H -0.769 -1.952 0.091 0.51
O -2.535 1.039 -2.913 -0.96
H 2.721 -3.816 -0.087 0.48
C 1.152 1.851 -1.959 -0.08
C 0.962 0.329 -1.601 -0.20
H -3.135 0.288 -1.476 0.51
H -2.303 1.965 -3.015 0.50
H 0.356 0.857 0.945 0.40
O 1.645 3.038 3.407 -0.93
H -0.286 -3.813 1.256 0.52
H 0.668 4.388 0.756 0.49
H -2.786 3.246 -0.025 0.49
O -1.050 -3.533 0.666 -0.97
H -4.269 0.494 2.044 0.48
H -3.629 0.454 0.571 0.50
H -0.112 -2.081 -3.552 0.20
H 1.376 0.195 4.100 0.49
H 0.995 -2.209 2.778 0.50
H -0.581 3.382 1.175 0.51
H 1.707 2.482 2.623 0.48
H 0.788 2.787 3.767 0.46
H -0.139 0.276 -1.466 0.26
H 2.317 -0.282 -2.881 0.38
H 1.540 1.918 -2.991 0.19
H -1.744 -3.359 1.307 0.47
H -0.405 2.511 -1.067 0.49
O 0.361 3.528 1.043 -1.01
H 1.871 2.551 -1.458 0.18
H 0.549 -2.221 -1.857 0.17
O -3.451 0.605 1.559 -1.02
C 1.796 0.057 -0.370 0.68
C 0.744 -1.792 -2.843 -0.43
O 1.756 -0.406 3.439 -0.96
```

## Properties
* gap between HOMO and LUMO: 8.9 eV
* relative energy (zero: lowest compared OMol25 entry of this formula, charge and spin): 104.2 kcal per mole
* maximum force: 3.69 eV Å⁻¹
* SMILES string: CN[C@H](CO)C(N)=O.O.O.O.O.O.O.O.O.O.O.O

***

The following is a DFT calculation (ωB97M-V/def2-TZVPD) of 11 unconnected molecules or ions with the total composition C4H32NO10S in a non-equilibrium geometry.

Geometry as XYZ:
```
48
Properties=species:S:1:pos:R:3:nbo_charge:R:1
H 1.734 0.577 1.586 0.44
O -4.098 -0.148 1.433 -0.97
H 2.860 2.745 0.125 0.23
O -0.620 -2.356 0.232 -0.95
H 0.216 -2.678 0.587 0.46
H -0.041 1.687 -4.821 0.26
H 0.680 -1.313 4.485 0.48
H -2.927 -2.119 -0.842 0.49
H -1.674 -3.306 2.666 0.46
H -0.925 -3.148 -0.178 0.49
O -1.016 0.818 0.877 -1.02
H -1.305 1.614 1.307 0.49
O -2.121 -4.122 2.398 -0.93
H -3.694 0.825 -0.452 0.50
H 0.606 2.045 -1.078 0.21
H -5.028 -0.322 1.591 0.49
H 1.662 -0.900 0.868 0.47
H -1.234 -0.387 -2.958 0.48
H -3.771 -3.124 -1.637 0.48
H 3.523 -2.736 1.221 0.50
H 3.073 -0.043 -0.961 0.23
C 0.325 2.185 -3.929 -0.73
H -3.685 0.216 2.208 0.48
H -1.422 -0.690 -4.405 0.48
H -0.247 -0.535 3.777 0.47
C 1.588 2.258 -1.534 -0.54
O -2.924 -3.016 -1.196 -0.97
H 0.789 3.168 -3.970 0.21
C 2.886 0.606 -0.103 -0.22
H 1.895 3.341 2.919 0.48
H -0.616 2.201 -3.380 0.22
O 0.333 -1.287 3.578 -0.95
S 1.541 1.198 -3.008 0.15
O -1.467 0.047 -3.788 -0.95
H 2.206 -2.776 2.032 0.50
H 3.251 2.823 3.114 0.48
C 2.792 2.006 -0.679 -0.43
H 1.467 3.289 -1.868 0.23
O 2.441 2.592 2.651 -0.96
O 2.780 -2.206 1.512 -0.97
H -2.822 0.916 -1.704 0.49
H 3.736 2.056 -1.234 0.24
H -1.671 0.292 0.378 0.53
O -2.943 0.409 -0.891 -0.97
N 1.714 0.117 0.673 -0.71
H 3.729 0.570 0.586 0.22
H 0.802 0.427 0.295 0.46
H -2.377 -3.809 1.518 0.47
```

## Properties
* total charge: +1
* gap between HOMO and LUMO: 8.3 eV
* relative energy (zero: lowest compared OMol25 entry of this formula, charge and spin): 0.0 kcal per mole
* maximum force: 1.93 eV Å⁻¹

***

The following is a DFT calculation (ωB97M-V/def2-TZVPD) of 14 unconnected molecules or ions with the total composition C4H32O14 in a non-equilibrium geometry.

Geometry as XYZ:
```
50
Properties=species:S:1:pos:R:3:nbo_charge:R:1
H -0.457 -0.772 1.389 0.50
O -0.157 -3.144 2.323 -0.98
O -1.760 -1.924 -3.422 -0.97
C -1.038 0.640 -1.189 -0.25
O -1.366 3.912 -1.564 -0.92
H 3.277 -0.225 2.424 0.48
H 1.838 -2.023 -0.109 0.49
H 2.700 -0.561 -1.436 0.51
C 0.288 1.269 -1.553 -0.33
H 2.538 1.115 2.940 0.52
H -0.641 4.209 -0.977 0.45
H 0.657 -2.729 0.358 0.50
H -1.848 1.522 2.043 0.49
H 0.944 -3.028 2.385 0.49
H -0.413 -2.210 2.200 0.47
O 2.697 1.416 -0.995 -0.73
O 3.032 0.761 2.114 -1.02
C 1.335 1.286 -0.675 0.11
H -2.400 -1.997 2.283 0.50
O 2.849 -1.570 -1.355 -0.98
H -3.227 0.814 -1.256 0.19
H -2.435 -2.117 0.723 0.49
H -1.578 -1.022 -3.306 0.49
C -2.228 1.180 -1.581 -0.41
H -1.094 3.537 1.363 0.50
O 1.041 1.492 3.874 -0.94
H 3.711 -1.682 -1.709 0.49
H 1.057 -0.579 1.458 0.52
O -2.213 -1.603 1.413 -0.96
H 3.231 1.371 -0.070 0.53
H 1.298 -2.299 -3.010 0.48
O 0.565 -2.848 -2.814 -0.94
O 1.416 -2.248 0.678 -1.00
O -1.400 4.450 1.150 -0.97
H -0.969 -0.377 -0.767 0.23
O 0.272 -0.306 1.884 -1.01
H -1.661 -2.851 -1.447 0.48
O -1.033 1.862 1.586 -0.97
H -2.345 2.180 -2.070 0.23
H 0.024 -2.384 -3.445 0.49
H -2.706 -1.989 -3.561 0.49
O -0.991 -2.677 -0.841 -1.00
H 1.113 1.217 0.389 0.19
H -0.222 -2.920 -1.337 0.50
H 0.618 2.076 3.366 0.47
H -0.678 4.848 0.590 0.44
H -0.604 1.083 1.415 0.49
H 0.582 0.664 3.657 0.50
H -1.948 3.932 -0.879 0.47
H 0.331 1.249 -2.641 0.22
```

## Properties
* gap between HOMO and LUMO: 8.9 eV
* relative energy (zero: lowest compared OMol25 entry of this formula, charge and spin): 128.0 kcal per mole
* maximum force: 6.07 eV Å⁻¹

***

The following is a DFT calculation (ωB97M-V/def2-TZVPD) of 11 unconnected molecules or ions with the total composition C4H33N2O11 in a non-equilibrium geometry.

Geometry as XYZ:
```
50
Properties=species:S:1:pos:R:3:nbo_charge:R:1
H 2.333 -3.223 1.972 0.51
O 1.397 2.986 -2.494 -0.97
H -0.636 0.313 0.351 0.22
O 2.571 -1.113 -0.930 -0.99
H 1.037 0.777 2.197 0.51
H -4.180 -2.429 -2.180 0.49
H -2.876 1.197 -0.181 0.25
C -1.144 -1.810 0.587 -0.29
H 3.499 -1.030 -1.145 0.48
C -2.334 -0.148 -1.842 -0.06
H 2.415 1.295 0.639 0.47
H -3.102 0.142 -2.588 0.19
O -1.214 0.722 -1.960 -0.80
H 2.444 -1.590 -0.112 0.50
C -1.541 -0.392 0.626 0.01
H -2.439 -0.475 2.623 0.42
H 2.136 2.543 -3.064 0.52
H -2.059 1.119 2.246 0.46
H -0.499 1.792 -0.913 0.51
H 1.954 -0.383 -3.031 0.49
H 1.376 2.305 0.537 0.51
O 2.272 -2.286 1.715 -0.98
H 2.964 -1.757 1.755 0.50
H -2.590 3.418 0.897 0.46
O 2.011 1.860 1.232 -0.98
N -0.639 -2.308 1.897 -0.91
O -3.351 -2.756 -1.765 -0.98
O -0.048 2.542 -0.430 -1.05
C -2.716 0.058 -0.317 -0.47
H -0.707 -3.380 2.076 0.39
H -0.656 0.675 -2.860 0.53
H -1.923 -1.175 -2.038 0.21
H 2.271 0.030 -4.390 0.47
O 4.223 -0.220 1.637 -0.97
O 0.823 0.400 3.159 -0.99
O 1.567 0.119 -3.823 -0.96
H 5.026 0.222 1.474 0.50
H -3.693 -0.387 -0.175 0.23
H 1.274 3.895 -2.845 0.50
H 0.403 -2.116 2.035 0.40
O -2.136 2.846 1.211 -0.94
H -3.006 -3.635 -2.201 0.50
N -1.742 0.114 2.179 -0.77
H -0.800 -0.120 2.735 0.50
H -0.493 -1.860 -0.178 0.20
H 1.531 -0.285 3.372 0.49
H 3.627 0.350 2.086 0.49
H -2.039 -2.343 0.261 0.23
H 0.653 2.744 -1.142 0.51
H -1.248 2.754 1.106 0.50
```

## Properties
* total charge: +1
* gap between HOMO and LUMO: 10.0 eV
* relative energy (zero: lowest compared OMol25 entry of this formula, charge and spin): 138.6 kcal per mole
* maximum force: 15.36 eV Å⁻¹